No. 1
This record from the Open Molecules 2025 dataset describes a molecular structure, C45H60BiBrN12O2S. The level of theory is ωB97M-V with the def2-TZVPD basis set.

* 2S+1: 1
* E_tot: -5744.74743 hartree
* Kohn-Sham gap: 7.4615 eV
* total charge: +2
* ΔE to the lowest compared entry with this formula, charge and spin: 22.8 kcal/mol

Each line ends with the Löwdin charge.
Element x y z (Å)
1 Bi 0.1837 -0.1108 0.6512  1.81
2 C -0.7125 2.3988 -1.4974  -0.15
3 N -0.8786 2.1596 -0.0566  -0.26
4 C -0.2170 3.1822 0.7504  -0.11
5 C 0.2697 2.7612 2.1136  -0.23
6 C 0.5294 3.7391 3.0721  0.02
7 C 1.0112 3.3768 4.3185  0.00
8 C 1.1844 2.0273 4.6036  -0.01
9 C 0.9145 1.1146 3.6029  -0.13
10 N 0.5095 1.4825 2.3898  -0.05
11 C -2.3144 2.0978 0.1825  -0.15
12 C -2.6989 1.4547 1.4738  -0.26
13 C -3.8826 1.8269 2.1018  0.01
14 C -4.2954 1.1423 3.2298  -0.01
15 C -3.4731 0.1390 3.7208  0.00
16 C -2.2916 -0.1364 3.0597  -0.10
17 N -1.9242 0.4834 1.9429  0.01
18 C 0.6939 2.5767 -1.9844  -0.30
19 C 0.9511 3.5379 -2.9575  0.00
20 C 2.2226 3.6360 -3.4949  -0.02
21 C 3.1965 2.7695 -3.0249  -0.03
22 C 2.8500 1.8747 -2.0273  -0.13
23 N 1.6332 1.7611 -1.5103  0.08
24 H -1.2958 3.2825 -1.7899  0.14
25 H -1.1353 1.5309 -2.0224  0.08
26 H -0.8714 4.0579 0.8824  0.15
27 H 0.6675 3.5226 0.1990  0.14
28 H 0.3477 4.7750 2.8399  0.13
29 H 1.2319 4.1272 5.0608  0.13
30 H 1.5197 1.7007 5.5744  0.12
31 H 1.0109 0.0480 3.7495  0.09
32 H -2.7538 1.4869 -0.6135  0.12
33 H -2.7736 3.0957 0.1199  0.14
34 H -4.4700 2.6347 1.6955  0.12
35 H -5.2254 1.3909 3.7170  0.12
36 H -3.7425 -0.4120 4.6056  0.11
37 H -1.6219 -0.8879 3.4367  0.09
38 H 0.1606 4.1891 -3.2938  0.12
39 H 2.4457 4.3697 -4.2525  0.12
40 H 4.2025 2.7865 -3.4103  0.12
41 H 3.6036 1.2119 -1.6266  0.08
42 C -5.8562 -4.6353 1.2671  -0.04
43 C -4.5603 -5.4516 1.3781  -0.56
44 C -4.3453 -6.2546 0.0878  -0.03
45 C -4.6907 -6.4253 2.5517  -0.05
46 C -3.4087 -4.4816 1.5583  -0.16
47 C -3.1228 -3.5737 0.5525  -0.08
48 C -2.0928 -2.6763 0.7156  -0.50
49 Br -1.9084 -1.4196 -0.7659  0.79
50 C -1.2482 -2.6234 1.8280  -0.39
51 O -0.2047 -1.7742 1.9220  -0.41
52 C -1.5635 -3.5257 2.8757  -0.08
53 C -2.6243 -4.4098 2.6993  0.03
54 C -0.8338 -3.6682 4.2186  -0.52
55 C 0.3391 -2.7184 4.4439  -0.06
56 C -0.2655 -5.0948 4.3066  -0.03
57 C -1.8155 -3.4306 5.3774  -0.03
58 H -6.7061 -5.3025 1.1600  0.09
59 H -5.8320 -3.9728 0.4059  0.08
60 H -6.0045 -4.0350 2.1623  0.09
61 H -5.1436 -6.9827 -0.0247  0.09
62 H -3.3955 -6.7831 0.1224  0.09
63 H -4.3485 -5.6107 -0.7877  0.08
64 H -5.4899 -7.1305 2.3392  0.09
65 H -4.9469 -5.9028 3.4717  0.09
66 H -3.7734 -6.9917 2.6984  0.09
67 H -3.6877 -3.5593 -0.3644  0.10
68 H -2.8465 -5.0794 3.5119  0.10
69 H 1.1317 -2.9432 3.7469  0.06
70 H 0.7274 -2.8615 5.4496  0.10
71 H 0.0435 -1.6784 4.3464  0.05
72 H 0.3423 -5.3144 3.4320  0.10
73 H -1.0451 -5.8462 4.3795  0.08
74 H 0.3645 -5.1829 5.1877  0.09
75 H -2.1785 -2.4043 5.3663  0.07
76 H -1.2990 -3.6015 6.3196  0.09
77 H -2.6718 -4.0953 5.3459  0.08
78 N 2.2688 -5.5489 -1.9984  0.10
79 C 1.3775 -4.5812 -2.2527  -0.94
80 N 1.0271 -4.3600 -3.5253  0.10
81 S 0.7629 -3.6380 -1.0286  0.65
82 H 2.6006 -6.1674 -2.7197  0.11
83 H 2.4749 -5.7871 -1.0441  0.10
84 H 1.3875 -4.9217 -4.2776  0.12
85 H 0.3529 -3.6487 -3.7392  0.09
86 C 3.1435 -1.3294 -0.1120  -0.23
87 N 4.5177 -1.7596 -0.0140  -0.07
88 C 4.6029 -2.8125 0.9931  -0.15
89 N 4.1530 -2.3210 2.2877  -0.07
90 C 2.7896 -1.8722 2.1696  -0.20
91 N 2.6347 -0.7879 1.1729  -0.20
92 C 3.5239 0.3191 1.5816  -0.18
93 N 4.8974 -0.1123 1.7002  -0.08
94 C 5.3465 -0.6401 0.4158  -0.15
95 C 4.9873 -1.1940 2.6787  -0.15
96 H 2.5199 -2.1855 -0.3844  0.01
97 H 3.0562 -0.5640 -0.8833  0.10
98 H 5.6339 -3.1601 1.0804  0.14
99 H 3.9607 -3.6413 0.6888  0.13
100 H 2.4658 -1.4955 3.1404  0.11
101 H 2.1537 -2.7048 1.8620  0.12
102 H 3.1883 0.7047 2.5502  0.11
103 H 3.4544 1.1198 0.8389  0.12
104 H 6.3793 -0.9770 0.5173  0.14
105 H 5.3039 0.1533 -0.3336  0.12
106 H 4.6642 -0.8241 3.6549  0.13
107 H 6.0258 -1.5216 2.7460  0.14
108 N -1.0103 0.8854 -8.4184  0.19
109 C -0.2502 0.2043 -7.5411  -0.51
110 O 0.7930 -0.3303 -7.8470  0.08
111 C -0.7430 0.1587 -6.1212  -0.11
112 C 0.2032 -0.1106 -5.1343  0.02
113 C -0.1987 -0.1600 -3.8147  -0.15
114 N -1.4529 0.0490 -3.4309  -0.02
115 C -2.3608 0.2639 -4.3723  -0.12
116 C -2.0650 0.3195 -5.7263  0.01
117 H -0.6914 0.9247 -9.3727  0.13
118 H -1.8635 1.3529 -8.1738  0.10
119 H 1.2254 -0.2817 -5.4298  0.12
120 H 0.5074 -0.3712 -3.0199  0.09
121 H -3.3752 0.4009 -4.0231  0.11
122 H -2.8544 0.4698 -6.4440  0.11

No. 2
This record from the Open Molecules 2025 dataset describes C20H20BCl3N2O3 in the gas phase at a distorted geometry. The level of theory is ωB97M-V with the def2-TZVPD basis set.

* 2S+1: 1
* E_tot: -2515.00025 hartree
* Kohn-Sham gap: 7.6769 eV

Each line ends with the natural charge from an NBO analysis.
Element x y z (Å)
1 Cl -5.4571 -0.1640 2.2021  -0.25
2 B -3.7056 -0.6947 2.5143  0.49
3 Cl -3.0657 -0.2830 4.2042  -0.26
4 Cl -3.6678 -2.6796 2.4059  -0.38
5 O -2.8654 -0.1803 1.4768  -0.75
6 C -1.6515 -0.7308 1.1361  0.24
7 C -0.5190 0.2317 1.4986  0.00
8 C 0.7506 -0.2018 1.9065  -0.24
9 C 1.7709 0.7417 2.0844  -0.21
10 C 1.5136 2.1013 1.9177  -0.21
11 C 0.2328 2.5292 1.5824  -0.21
12 C -0.7906 1.6036 1.3983  -0.21
13 H -1.5248 -1.7387 1.5617  0.22
14 H 0.9221 -1.2681 2.0758  0.22
15 H 2.7729 0.4002 2.3496  0.22
16 H 2.3213 2.8215 2.0139  0.22
17 H 0.0089 3.5906 1.4517  0.22
18 H -1.8115 1.9181 1.1647  0.25
19 O -0.4886 1.4294 -1.8241  -0.59
20 C 0.6864 1.0493 -1.7429  0.69
21 C 1.9148 1.8185 -1.4844  -0.07
22 C 2.9138 0.9272 -1.1037  -0.14
23 C 4.1427 1.3680 -0.6310  -0.16
24 C 4.3604 2.7509 -0.5778  -0.19
25 C 3.3622 3.6530 -0.9908  -0.19
26 C 2.1156 3.1891 -1.4360  -0.18
27 C 2.3668 -0.4460 -1.1475  0.69
28 O 2.8374 -1.4901 -0.7099  -0.54
29 N 1.0824 -0.2863 -1.7063  -0.49
30 C 0.1823 -1.4124 -1.9989  -0.23
31 C -0.5590 -1.9612 -0.7879  -0.06
32 C -1.3064 -3.2539 -1.1402  -0.41
33 C -2.7874 -3.0260 -0.8387  -0.45
34 C -2.9761 -1.5208 -0.8907  -0.22
35 N -1.6495 -0.9662 -0.3673  -0.41
36 H 4.8820 0.6325 -0.3214  0.24
37 H 5.3138 3.1381 -0.2116  0.23
38 H 3.5619 4.7259 -0.9535  0.23
39 H 1.3072 3.8507 -1.7427  0.24
40 H -0.5357 -1.0755 -2.7655  0.23
41 H 0.8121 -2.2010 -2.4258  0.25
42 H 0.1290 -2.0805 0.0651  0.25
43 H -1.1885 -3.4451 -2.2183  0.21
44 H -0.8799 -4.1180 -0.6149  0.24
45 H -3.4484 -3.5134 -1.5598  0.23
46 H -3.0489 -3.3908 0.1604  0.27
47 H -3.0846 -1.1418 -1.9158  0.21
48 H -3.7831 -1.1542 -0.2579  0.28
49 H -1.4686 -0.0461 -0.8055  0.47

Question: What is the E_tot in the first record?
Answer: -5744.74743 hartree